One molecule with the formula C4H4O2 in a non-equilibrium geometry. Source: OMol25; level of theory: ωB97M-V with the def2-TZVPD basis set.

Positions of all 10 atoms, in Å:
1 O -1.36938 -1.84978 0.13921
2 C -0.77782 -0.86675 -0.15495
3 C 0.86504 -0.69937 -0.16691
4 C 0.42730 0.81309 0.14807
5 C -1.28313 0.65806 -0.06894
6 O -2.20139 1.38457 -0.11683
7 H 1.51309 -1.24356 0.51001
8 H 1.21800 -0.96016 -1.07477
9 H 0.87056 1.58689 -0.38558
10 H 0.73773 1.17702 1.17069

Cartesian forces, eV/Å:
-0.513 -0.130 -0.008
-0.054 -2.559 0.392
-4.721 3.475 2.430
0.233 0.095 2.172
5.371 -0.875 -0.015
-0.287 -0.397 -0.022
-0.813 0.037 0.882
0.971 0.009 -3.457
0.524 1.255 -1.836
-0.709 -0.911 -0.537

The calculation puts the frontier orbital gap at 0.32830 Ha. Its largest force on an atom is 0.12341 Eh/bohr. As for the energy above the lowest of the compared OMol25 structures with the same formula, charge and spin: 54.8 kcal/mol.

***

One molecule with the formula C4H4O2. Source: OMol25; level of theory: ωB97M-V with the def2-TZVPD basis set.

Positions of all 10 atoms, in Å:
1 C 1.04544 -1.60847 -0.64560
2 O 0.59470 -0.43480 -1.33150
3 C -0.11066 0.36576 -0.61787
4 C -0.75932 1.22723 -0.07130
5 C -1.29406 1.88497 1.09113
6 O -1.38928 1.28194 2.14042
7 H 1.51376 -2.17887 -1.43928
8 H 1.76681 -1.33599 0.13013
9 H 0.19826 -2.14280 -0.20750
10 H -1.56566 2.94103 0.95136

Cartesian forces, eV/Å:
0.168 -0.348 0.051
-0.260 0.401 -0.114
-0.007 0.511 -0.377
0.243 -0.656 0.287
0.075 -0.338 0.112
-0.194 0.690 -0.253
0.100 -0.295 0.210
-0.108 -0.050 -0.140
0.134 0.056 -0.100
-0.152 0.030 0.324

The calculation puts the frontier orbital gap at 0.38384 Ha. Its largest force on an atom is 0.01478 Eh/bohr. As for the energy above the lowest of the compared OMol25 structures with the same formula, charge and spin: 62.4 kcal/mol.

***

One molecule with the formula C4H4O2 in a non-equilibrium geometry. Source: OMol25; level of theory: ωB97M-V with the def2-TZVPD basis set.

Positions of all 10 atoms, in Å:
1 C 1.21799 -0.40291 0.48975
2 C -0.04604 -0.08025 -0.01425
3 C -0.88613 0.63840 0.91609
4 O -0.49853 0.96030 2.02994
5 C -0.32120 -0.22181 -1.45045
6 O -1.14562 0.26746 -2.15858
7 H 1.91292 -1.02901 -0.03017
8 H 1.07218 -0.12917 1.72813
9 H -1.73793 1.03244 0.14634
10 H 0.43236 -1.03544 -1.65679

Cartesian forces, eV/Å:
-4.642 0.692 2.785
3.773 -0.462 1.318
-0.534 2.283 -1.677
-1.971 -0.306 -0.956
1.337 -2.058 1.149
-0.248 0.344 -0.185
0.673 0.153 -0.057
1.598 -0.887 -3.561
0.466 -0.146 2.942
-0.452 0.387 -1.758

The calculation puts the frontier orbital gap at 0.32755 Ha. Its largest force on an atom is 0.10614 Eh/bohr. As for the energy above the lowest of the compared OMol25 structures with the same formula, charge and spin: 62.0 kcal/mol.

***

C4H4O2 as an isolated structure in a non-equilibrium geometry. Source: OMol25; level of theory: ωB97M-V with the def2-TZVPD basis set.

Positions of all 10 atoms, in Å:
1 O 2.15829 -1.12435 -0.65531
2 C 1.35875 -0.69966 0.06056
3 O 1.19561 1.15282 0.44258
4 C 0.02239 0.85677 0.82769
5 C -0.90914 -0.03502 -0.81300
6 C -0.25036 -0.49486 0.37445
7 H -0.61038 1.49182 1.44034
8 H -1.82948 -0.50411 -1.14830
9 H -0.38061 0.60496 -1.50752
10 H -0.75505 -1.24837 0.97851

Cartesian forces, eV/Å:
-0.782 0.467 0.803
0.774 -0.520 -0.896
-0.191 -0.027 0.052
0.213 0.074 0.059
-0.073 -0.056 -0.268
-0.201 0.075 0.209
0.048 -0.100 -0.096
0.170 0.053 0.073
-0.062 -0.062 0.157
0.105 0.097 -0.092

The calculation puts the frontier orbital gap (spin up / spin down) at 0.29664 / 0.29678 Ha. Its largest force on an atom is 0.02515 Eh/bohr. As for the energy above the lowest of the compared OMol25 structures with the same formula, charge and spin: 87.2 kcal/mol.

***

One molecule with the formula C4H4O2 in a non-equilibrium geometry. Source: OMol25; level of theory: ωB97M-V with the def2-TZVPD basis set.

Positions of all 10 atoms, in Å:
1 C -0.06830 0.82259 0.00648
2 C 0.74151 -0.47782 -0.10962
3 C 2.04549 -0.33336 0.02202
4 O 3.15902 -0.12261 0.03857
5 C 0.18304 -1.79129 -0.05909
6 O -1.00556 -1.88944 0.06191
7 H 0.27550 1.48525 -0.66953
8 H -0.23108 1.06762 0.99979
9 H -1.01576 0.51011 -0.46324
10 H 0.70714 -2.79009 -0.08652

Cartesian forces, eV/Å:
-1.737 -4.527 -0.998
1.283 0.811 0.502
-1.255 -0.170 -0.680
2.084 0.216 0.308
-0.501 -1.254 0.241
-1.878 -0.319 0.025
1.552 2.829 -1.510
-0.204 1.020 1.668
-0.088 0.192 0.583
0.744 1.202 -0.139

The calculation puts the frontier orbital gap at 0.37221 Ha. Its largest force on an atom is 0.09628 Eh/bohr. As for the energy above the lowest of the compared OMol25 structures with the same formula, charge and spin: 23.0 kcal/mol.

***

One molecule with the formula C4H4O2 in a non-equilibrium geometry. Source: OMol25; level of theory: ωB97M-V with the def2-TZVPD basis set.

Positions of all 10 atoms, in Å:
1 O -2.38215 -0.47352 0.07911
2 C -1.18737 -0.30398 -0.19538
3 C -0.36705 1.03225 -0.14597
4 C 0.94968 0.32277 -0.04773
5 C 0.86632 -0.96700 -0.01529
6 O -0.31089 -1.53766 -0.21547
7 H -0.60229 1.70611 -0.92503
8 H -0.85428 1.39698 0.91847
9 H 2.11958 0.54919 0.15995
10 H 1.76844 -1.72515 0.38735

Cartesian forces, eV/Å:
4.229 0.694 -1.568
-4.499 -2.032 1.495
-1.168 -2.690 3.275
5.055 2.637 0.998
3.470 -4.056 1.541
-2.791 2.110 -0.196
-0.095 0.636 -0.792
1.677 -0.320 -2.589
-3.263 0.890 -0.508
-2.615 2.131 -1.655

The calculation puts the frontier orbital gap at 0.36889 Ha. Its largest force on an atom is 0.11256 Eh/bohr. As for the energy above the lowest of the compared OMol25 structures with the same formula, charge and spin: 44.9 kcal/mol.

***

One molecule with the formula C4H4O2 in a non-equilibrium geometry. Source: OMol25; level of theory: ωB97M-V with the def2-TZVPD basis set.

Positions of all 10 atoms, in Å:
1 C 1.52326 0.11141 -0.21687
2 C 0.49111 -0.63444 -0.59849
3 C -0.78835 -0.51753 0.03943
4 O -1.55702 -1.45183 0.31692
5 C -1.27933 0.79445 0.37622
6 O -0.99521 1.79583 -0.23137
7 H 2.50206 -0.21325 -0.64627
8 H 1.38459 0.88021 0.57431
9 H 0.63828 -1.56592 -0.94173
10 H -1.91939 0.80106 1.32784

Cartesian forces, eV/Å:
0.545 -0.222 -0.067
0.147 1.705 2.053
-1.867 -2.517 0.195
1.442 1.024 -0.592
-0.916 2.538 1.951
-0.282 -0.197 0.077
-0.645 0.791 0.897
0.542 -0.225 -1.159
0.697 -2.998 -2.253
0.338 0.101 -1.102

The calculation puts the frontier orbital gap at 0.33860 Ha. Its largest force on an atom is 0.07418 Eh/bohr. As for the energy above the lowest of the compared OMol25 structures with the same formula, charge and spin: 37.0 kcal/mol.

***

One molecule with the formula C4H4O2. Source: OMol25; level of theory: ωB97M-V with the def2-TZVPD basis set.

Positions of all 10 atoms, in Å:
1 O -0.42430 2.28178 0.78283
2 C -0.38964 1.94109 -0.37977
3 C -0.28023 0.56737 -0.76864
4 C 0.06758 -0.60760 -0.85742
5 C 0.14171 -1.13919 0.58397
6 O 1.43389 -1.52618 0.95341
7 H -0.40685 2.62880 -1.22674
8 H -0.21066 -0.29756 1.20068
9 H -0.57218 -1.95194 0.71955
10 H 2.06060 -1.21633 0.28944

Cartesian forces, eV/Å:
-0.076 -0.263 -0.577
-0.040 0.425 -0.017
0.065 -0.042 -0.907
-0.267 0.645 0.577
-0.358 -0.120 0.614
0.258 -0.261 -0.149
-0.028 0.547 -0.039
0.357 -0.670 0.483
0.200 -0.203 -0.146
-0.112 -0.056 0.160

The calculation puts the frontier orbital gap at 0.35703 Ha. Its largest force on an atom is 0.01771 Eh/bohr. As for the energy above the lowest of the compared OMol25 structures with the same formula, charge and spin: 91.8 kcal/mol.

***

A 2-piece molecular cluster, C4H4O2 overall in a non-equilibrium geometry. Source: OMol25; level of theory: ωB97M-V with the def2-TZVPD basis set.

Positions of all 10 atoms, in Å:
1 C 1.33926 -3.11798 -1.11095
2 C -0.31940 -0.12252 -1.01855
3 C 0.57590 -0.34159 0.12632
4 C -0.15462 -1.46988 -0.42890
5 O 1.02044 -2.34568 -1.90256
6 O 1.66225 -3.84733 -0.30693
7 H -1.38376 0.35162 -0.97924
8 H 0.30932 -0.24588 -1.97342
9 H 1.62342 -0.27975 -0.07338
10 H 0.27439 -0.14932 1.15107

Cartesian forces, eV/Å:
-0.166 0.087 0.154
-1.099 0.179 -1.732
0.742 0.561 0.630
-2.039 -0.647 0.942
0.448 0.785 -2.245
0.759 -1.656 1.370
2.303 -0.796 -0.420
-1.623 1.146 1.105
0.574 0.284 0.201
0.102 0.058 -0.007

The calculation puts the frontier orbital gap at 0.34070 Ha. Its largest force on an atom is 0.04809 Eh/bohr. As for the energy above the lowest of the compared OMol25 structures with the same formula, charge and spin: 91.5 kcal/mol.

***

C4H4O2Rh as an isolated structure in a non-equilibrium geometry. Source: OMol25; level of theory: ωB97M-V with the def2-TZVPD basis set.

Positions of all 11 atoms, in Å:
1 H 1.24450 -0.98639 0.85261
2 O 2.22305 -0.23562 1.32483
3 C 1.80471 0.88586 1.03640
4 C 0.45019 0.92068 0.42320
5 C -0.01221 -0.48288 -0.03940
6 C -1.20082 -0.45330 -0.73691
7 O -1.74841 -0.96234 -1.68930
8 Rh -3.49216 -0.21805 -1.63629
9 H 0.51880 1.63533 -0.41218
10 H -0.19146 1.35735 1.20488
11 H 0.40380 -1.46063 -0.32784

Cartesian forces, eV/Å:
3.760 1.301 2.211
-2.441 0.498 -1.536
0.462 -4.020 0.822
0.454 1.133 -0.299
-1.728 2.603 -0.998
-0.062 -2.383 -1.484
2.972 0.282 1.228
-3.291 1.120 -0.062
-0.463 -0.048 -0.139
-0.338 -0.046 -0.172
0.674 -0.441 0.428

The calculation puts the frontier orbital gap (spin up / spin down) at 0.28952 / 0.26496 Ha. Its largest force on an atom is 0.08852 Eh/bohr. As for the energy above the lowest of the compared OMol25 structures with the same formula, charge and spin: 6.5 kcal/mol. Its total charge is +3. Its spin multiplicity is 5.

***

no.,M (g/mol)
1,84.07
2,84.07
3,84.07
4,84.07
5,84.07
6,84.07
7,84.07
8,84.07
9,84.07
10,186.98